Version a
H2N2O3S in the gas phase, computed with ωB97M-V/def2-TZVPD.

Net charge: 0
Orbital gap in eV: 10.1
HOMO in eV: -9.98

Each line ends with the Löwdin charge.
Element x y z (Å)
O 0.87206 -0.31664 2.90549  0.0539
S 0.75321 -1.65570 0.37778  0.9739
O 2.07147 0.44597 1.27348  -0.0209
H 0.38786 0.33468 -0.74271  0.0559
H -1.05792 -0.31155 -0.14762  0.0694
N 1.30979 -0.33873 1.79080  -0.5151
N -0.11091 -0.49131 -0.45145  -0.1802
O -0.21026 -2.57281 0.89997  -0.4370

=====

Version b
H2N2O3S in the gas phase, computed with ωB97M-V/def2-TZVPD.

SMILES: O=[N+]([O-])N(O)S
Net charge: 0
Orbital gap in eV: 9.6
HOMO in eV: -9.08

Each line ends with the Löwdin charge.
Element x y z (Å)
N -0.15705 0.49492 -0.26881  -0.4795
S 1.40369 0.95835 -0.86561  0.8122
H 1.36475 -0.14974 -1.64446  -0.1015
O -0.98451 -1.30296 1.03754  0.1015
O -0.86150 1.36711 0.50983  -0.0794
O 1.01596 -1.45821 0.19436  0.0459
N 0.00761 -0.97172 0.47422  -0.4178
H -1.78895 1.06224 0.56293  0.1185

=====

version a is the most stable structure; the next one sits 2.547 eV above it.

=====

Version a
H2N2O3S in the gas phase, computed with ωB97M-V/def2-TZVPD.

SMILES: NS(=O)(=O)N=O
Net charge: 0
Orbital gap in eV: 8.7
HOMO in eV: -10.69

Each line ends with the Löwdin charge.
Element x y z (Å)
H 0.07401 -1.43281 0.64194  0.0746
O 1.24397 1.25861 1.26489  0.0107
N -0.72470 -0.98832 0.15387  -0.0631
H -1.63058 -0.86217 0.60629  0.0675
O -0.57123 0.79619 -1.83830  -0.2598
S 0.09842 0.31307 -0.68875  0.6062
N 0.17865 1.36401 0.69625  -0.1068
O 1.33146 -0.44856 -0.83619  -0.3294

=====

Version b
2 unconnected molecules or ions with the total composition H2N2O3S, computed with ωB97M-V/def2-TZVPD.

Net charge: 0
Orbital gap (alpha / beta) in eV: 7.6 / 6.5
HOMO (alpha / beta) in eV: -9.08 / -8.68

Each line ends with the Löwdin charge.
Element x y z (Å)
H 0.30892 0.27918 1.58292  0.1298
O -1.92143 0.85474 0.07566  -0.5000
N 0.34940 -0.24496 0.61930  -0.1185
S -1.46614 -0.53952 0.03568  0.6901
O -1.22025 -1.04392 -1.30925  -0.4870
H 0.63354 -1.19316 0.58401  0.0241
O 1.48251 0.42067 -0.78868  0.0353
N 1.83345 1.46697 -0.79965  0.2263

=====

version a is the most stable structure; the next one sits 1.539 eV above it.

=====

Version a
C2HFN2O2 in the gas phase, computed with ωB97M-V/def2-TZVPD.

SMILES: Oc1nonc1F
Net charge: 0
Orbital gap in eV: 11.0
HOMO in eV: -10.77

Each line ends with the Löwdin charge.
Element x y z (Å)
O 1.91566 -0.17251 0.20484  -0.0683
N 1.08824 -0.96701 0.93222  0.1621
F -1.20467 -1.14103 1.04242  0.1383
C -0.09525 -0.61319 0.57035  -0.3085
H -1.88741 0.72465 -0.70080  0.1401
N 1.23123 0.68285 -0.61638  0.1581
O -1.02313 1.05849 -1.03611  0.1114
C -0.02466 0.42775 -0.39654  -0.3331

=====

Version b
A molecular structure, C2HFN2O2, computed with ωB97M-V/def2-TZVPD.

Net charge: 0
Orbital gap in eV: 10.9
HOMO in eV: -10.67

Each line ends with the Löwdin charge.
Element x y z (Å)
F 2.15964 -0.50950 -0.07041  0.1797
C 0.91077 -0.14278 0.11639  -0.4138
O -2.21404 -0.60812 0.00494  0.0789
C -1.06437 -0.20378 -0.07730  -0.6080
N -0.69729 1.05370 -0.14279  0.0914
O 0.66142 1.19936 0.05108  0.1290
H -1.42500 1.66841 0.46011  0.2547
N 0.03026 -1.01562 0.07006  0.2882

=====

version b is the most stable structure; the next one sits 0.491 eV above it.

=====

Version a
C4H6N2 in the gas phase, computed with ωB97M-V/def2-TZVPD.

Net charge: 0
Orbital gap in eV: 6.3
HOMO in eV: -6.31

Each line ends with the Löwdin charge.
Element x y z (Å)
N 2.01097 0.23908 0.06749  0.1183
N -0.26917 -0.95399 0.20690  0.0455
C 0.52871 0.05231 -0.01874  -0.3423
C -1.74006 -0.68102 0.07024  -0.3344
C -2.07204 0.57626 -0.19998  -0.1154
H 0.11108 -1.88970 0.22994  0.1354
H -2.26276 -1.62957 0.24206  0.0621
H 0.92026 2.32836 -0.26981  0.1016
C 0.92010 1.25610 -0.28598  0.0794
H -3.16902 0.66499 -0.26943  -0.0404
H 2.61242 -0.13043 -0.66698  0.1428
H 2.44342 0.22087 0.99196  0.1473

=====

Version b
C4H6N2 in the gas phase, computed with ωB97M-V/def2-TZVPD.

SMILES: Cc1cn[nH]c1
Net charge: 0
Orbital gap in eV: 10.2
HOMO in eV: -9.15

Each line ends with the Löwdin charge.
Element x y z (Å)
C 0.67115 -0.88238 -0.88756  -0.1192
H -1.13750 -2.54074 0.84429  0.1432
N -0.48378 -1.79377 0.64362  -0.0636
H -1.26923 -0.16175 1.71330  0.1156
C 0.24752 1.82429 -0.19803  -0.0680
H 1.36264 -1.04860 -1.73525  0.1034
N 0.27185 -2.04664 -0.42915  -0.0193
H 0.22612 2.16131 -1.24351  0.0625
H 1.19192 2.21876 0.21064  0.0638
C -0.64863 -0.43915 0.86110  -0.0909
C 0.09616 0.26467 -0.07566  -0.1973
H -0.52822 2.44399 0.29621  0.0699

=====

Version c
C4H6N2 in the gas phase, computed with ωB97M-V/def2-TZVPD.

Net charge: 0
Orbital gap in eV: 8.0
HOMO in eV: -7.22

Each line ends with the Löwdin charge.
Element x y z (Å)
H -0.96229 -2.04014 -0.44045  0.0518
C 1.88853 0.65400 -0.20117  -0.2072
C 0.95059 -0.45633 -0.01421  -0.1255
C -1.31318 -1.10722 -0.02474  -0.0341
H -1.84031 1.47097 0.06202  0.0701
H -0.06044 1.92794 0.50788  0.0568
H -2.35660 -0.92600 0.18788  0.0608
C -0.79585 1.21413 0.17147  -0.0014
N -0.47536 -0.06843 0.03816  -0.3092
H 1.06455 -1.14337 -0.85695  0.1340
N 2.69650 1.46982 -0.33174  0.1638
H 1.20386 -0.99539 0.90186  0.1400

=====

Version d
2 unconnected molecules or ions with the total composition C4H6N2, computed with ωB97M-V/def2-TZVPD.

Net charge: 0
Orbital gap (alpha / beta) in eV: 7.7 / 7.7
HOMO (alpha / beta) in eV: -7.90 / -7.89

Each line ends with the Löwdin charge.
Element x y z (Å)
C -0.60287 -1.48446 0.12312  -0.0626
N -2.01296 0.59908 -0.29562  0.1569
C 2.03445 0.31151 -0.21242  -0.3734
C 1.05319 1.31304 0.13270  -0.0438
N 2.71739 -0.55347 -0.49159  0.0996
H -1.51725 -2.01112 0.40185  0.0791
H -2.06774 1.60906 -0.30424  0.0846
H 0.81620 1.97502 -0.57332  -0.0199
H -0.10175 -1.33888 1.06784  0.0803
C -1.01999 -0.08268 -0.16946  -0.1733
H -0.15720 -1.92291 -0.84426  0.1272
H 0.85854 1.58582 1.16541  0.0452

=====

version b is the most stable structure; the next one sits 2.068 eV above it.